[1]
ORCA calculation (wB97M-V/def2-TZVPD) on a structure of composition C25H18Cl3FN2O6Ru.

```
56
Properties=species:S:1:pos:R:3
Ru -0.5019 1.4188 -0.6292
O 0.4381 0.3419 1.3092
C 0.1103 -1.0323 1.4960
C -0.6099 -1.5759 0.1525
O -1.1651 -2.6597 0.2095
O -0.4339 -0.7942 -0.8246
C 1.3778 -1.8609 1.5742
C 2.6232 -1.2558 1.4277
C 3.7825 -2.0168 1.3951
C 3.7109 -3.3960 1.5070
C 2.4752 -4.0031 1.6878
C 1.3166 -3.2454 1.7283
C -0.7842 -1.2126 2.7133
C -0.1945 -1.0503 3.9660
C -0.9516 -1.1367 5.1227
C -2.3100 -1.4004 5.0423
C -2.9037 -1.5554 3.8002
C -2.1515 -1.4448 2.6399
H -0.2630 0.8886 1.7192
H 2.6724 -0.1791 1.3572
H 4.7440 -1.5318 1.2735
H 4.6126 -3.9935 1.4486
H 2.4157 -5.0801 1.7837
H 0.3519 -3.7189 1.8380
H 0.8678 -0.8441 4.0231
H -0.4811 -0.9972 6.0884
H -2.9059 -1.4736 5.9438
H -3.9649 -1.7549 3.7295
H -2.6364 -1.5460 1.6801
O -1.3141 1.9210 -2.5661
C -0.9239 2.0166 -3.7867
C -1.8232 2.5469 -4.7523
C -1.4746 2.7074 -6.0691
C -0.2095 2.3201 -6.5195
C 0.6789 1.7802 -5.6177
C 0.3612 1.6203 -4.2656
C 1.3319 1.0928 -3.3328
N 1.2938 1.1767 -2.0167
C 2.4229 0.5880 -1.5173
C 3.1793 0.1369 -2.5490
N 2.4829 0.4652 -3.6911
H -2.8047 2.8290 -4.3935
H -2.1788 3.1417 -6.7683
H 0.0673 2.4469 -7.5575
H 1.6676 1.5005 -5.9662
H 2.6006 0.5462 -0.4583
H 4.1252 -0.3723 -2.5686
H 2.7376 0.2195 -4.6286
F 0.5029 2.9219 0.2711
Cl -4.4840 1.3410 3.0231
C -3.5418 2.6270 2.2383
Cl -2.8317 3.6554 3.4846
Cl -4.6156 3.5862 1.2211
C -2.4117 1.9320 1.3907
O -1.4099 1.5831 2.0192
O -2.6698 1.7799 0.1736
```

- Total charge: -1
- ΔE to the lowest compared entry with this formula, charge and spin: 2.264 eV
- ⟨S²⟩: 0.7577
- 2S+1: 2
- Calculated total energy: -84352.1349 eV
- Strongest force on any atom: 3.34 eV Å⁻¹

Charge distribution, natural (NBO) scheme, values in e: 1.50 -0.72 0.06 0.80 -0.67 -0.73 -0.04 -0.21 -0.22 -0.23 -0.23 -0.14 0.06 -0.23 -0.21 -0.22 -0.21 -0.20 0.51 0.23 0.20 0.20 0.20 0.23 0.22 0.20 0.20 0.21 0.24 -0.68 0.41 -0.28 -0.19 -0.29 -0.18 -0.17 0.38 -0.45 -0.05 -0.10 -0.51 0.22 0.20 0.20 0.18 0.23 0.22 0.42 -0.64 0.02 -0.20 0.03 0.03 0.76 -0.69 -0.66

[2]
ORCA calculation (wB97M-V/def2-TZVPD) on a cluster of 22 separate species, C9H60FN3O26PS2 in total.

```
102
Properties=species:S:1:pos:R:3
C 4.9935 3.1275 -1.1877
C 4.0069 1.9436 -0.7695
C 3.9244 0.9118 -1.9771
C 4.5978 -0.4513 -1.4815
C 2.4473 0.6768 -2.5025
C 1.6684 2.0208 -2.7874
N 0.5255 2.2848 -1.8224
S -0.3623 3.6680 -2.4701
O -0.7982 3.4790 -3.8178
O -1.3726 4.1314 -1.5557
F 0.7600 4.8622 -2.5087
C -0.3282 1.0797 -1.5317
N -1.6954 1.1940 -2.0755
C -2.4587 0.3014 -1.6747
O -2.9180 -0.7339 -1.4131
P -0.3564 0.8028 0.3669
O 1.1630 1.0583 1.0453
O -0.7094 -0.7776 0.7217
S -1.6083 2.0029 1.2112
C 0.2912 -0.2669 -2.1336
N 1.7102 -0.3004 -1.6415
H 4.6031 4.1358 -0.8617
H 6.0453 2.9569 -0.8170
H 5.0980 3.2076 -2.3239
H 4.3797 1.4668 0.1822
H 2.9956 2.3856 -0.4915
H 4.5336 1.2257 -2.8714
H 5.7114 -0.3436 -1.3862
H 4.4349 -1.2010 -2.3063
H 4.1414 -0.8306 -0.5280
H 2.5723 0.1704 -3.5126
H 1.3586 2.0542 -3.8632
H 2.3813 2.8897 -2.6500
H 0.9826 2.6325 -0.9489
H 1.0412 1.9053 1.5300
H 0.1586 -1.2026 0.9443
H -0.1965 -1.1881 -1.7260
H 0.2723 -0.3058 -3.2573
H 2.0379 -1.2284 -1.9464
O -2.0569 0.2275 4.0724
H -2.2592 -0.6236 3.6596
H -1.7488 0.7761 3.3379
O -2.0637 -2.6521 2.9335
H -2.2935 -3.4959 2.5238
H -1.7369 -2.1268 2.2022
O 6.4954 -2.1274 -2.6416
H 7.3821 -1.7548 -2.5693
H 6.6206 -3.0690 -2.4486
O -1.9981 -3.8297 -0.7308
H -2.2099 -3.0918 -1.3185
H -2.7869 -3.9310 -0.1828
O -1.2009 2.3125 5.8819
H -1.4278 1.3874 5.7211
H -1.6888 2.5374 6.6859
O -2.1537 -5.8086 1.7936
H -2.6420 -6.6414 1.8579
H -1.5819 -5.9304 1.0258
O -4.2255 3.5357 -0.1921
H -4.8704 4.2532 -0.2016
H -3.4008 3.9595 -0.4558
O -2.9340 -1.8364 6.3539
H -3.1307 -2.6815 5.9313
H -2.6307 -1.2805 5.6265
O 5.9369 -4.9865 -2.7701
H 6.3756 -5.7746 -2.4281
H 5.5434 -5.2784 -3.6005
O -5.3803 -3.4573 5.7528
H -6.2581 -3.6974 6.0714
H -5.1043 -2.7403 6.3408
O 0.8907 -2.1975 3.3967
H 0.0000 -2.4008 3.7177
H 1.1892 -1.4831 3.9724
O 5.6180 6.2359 0.2404
H 6.0600 6.5578 1.0350
H 4.7538 6.6625 0.2663
O -2.1049 7.1128 -2.5097
H -1.6615 6.3225 -2.1811
H -2.5071 6.8271 -3.3399
O -3.5069 -5.5458 5.1277
H -4.1543 -4.8229 5.1434
H -2.6822 -5.1217 4.8643
O -0.6299 9.0310 -4.5080
H 0.1592 8.9362 -3.9639
H -1.3336 8.6528 -3.9662
O 4.4811 4.0925 -4.3234
H 4.4223 4.2067 -5.2800
H 4.2732 4.9662 -3.9703
O -5.8560 -0.9361 -1.9742
H -4.9543 -0.6043 -1.8986
H -5.7771 -1.8794 -1.7916
O -1.4639 2.6572 8.7535
H -0.6703 2.5541 9.2906
H -2.1640 2.2715 9.2935
O -4.2282 -8.0624 0.7858
H -4.4498 -7.3241 0.2044
H -5.0127 -8.1673 1.3378
O -3.6470 -8.0996 -2.2553
H -3.0216 -8.7483 -2.5972
H -3.4544 -8.0648 -1.3105
O -1.4823 -1.6192 -4.5320
H -1.7103 -2.5456 -4.6806
H -1.9775 -1.3833 -3.7397
```

- Total charge: +1
- Calculated total energy: -101680.5592 eV
- Strongest force on any atom: 6.01 eV Å⁻¹

Atom charges from the Löwdin analysis, given in e for atoms 1 to 99: -0.10 -0.19 -0.29 -0.08 -0.26 -0.07 -0.07 0.75 -0.16 -0.23 -0.12 -0.43 0.16 -0.27 0.21 0.37 -0.22 -0.20 0.52 -0.14 0.00 0.06 0.09 0.05 0.12 0.07 0.14 0.09 0.07 0.09 0.16 0.15 0.14 0.15 0.07 0.10 0.13 0.13 0.13 -0.07 0.01 -0.05 -0.04 0.03 0.00 -0.08 0.05 0.01 -0.05 0.00 0.04 -0.08 -0.01 0.00 -0.05 0.02 0.04 -0.09 0.05 -0.02 -0.04 0.01 0.01 -0.05 0.05 0.05 -0.05 0.06 0.04 -0.06 0.01 0.05 -0.06 0.04 0.03 -0.04 0.00 0.06 -0.07 -0.02 0.02 -0.06 0.03 0.00 -0.06 0.05 0.05 -0.04 -0.02 0.04 -0.05 0.05 0.05 -0.05 0.04 0.06 -0.06 0.04 -0.01

[3]
ORCA calculation (wB97M-V/def2-TZVPD) on a cluster of 21 separate species, C38H86Cl16N10O23 in total.

```
173
Properties=species:S:1:pos:R:3
Cl 0.9363 -2.4769 -6.6504
C 1.3865 -3.5079 -5.2968
C 0.8458 -3.0879 -3.9634
Cl -0.9773 -3.0952 -4.0195
H 2.4598 -3.6499 -5.2485
H 0.8643 -4.4448 -5.4756
H 1.1565 -2.0518 -3.7750
H 1.2048 -3.7204 -3.1658
Cl 4.1760 1.5704 -2.6121
C 3.9798 2.5386 -1.0456
C 4.9942 1.9756 -0.1202
Cl 4.4220 0.5197 0.7198
H 2.9817 2.4691 -0.6309
H 4.1946 3.6144 -1.2185
H 5.3440 2.7055 0.5952
H 5.9017 1.6132 -0.6220
Cl 1.3935 4.4791 -2.5070
C 0.1005 5.0843 -1.4474
C -0.7027 3.8379 -0.9578
Cl -2.0142 4.2945 0.0722
H -0.5799 5.7191 -2.0145
H 0.6653 5.6210 -0.6907
H -0.0451 3.1509 -0.4018
H -1.1235 3.3351 -1.8182
Cl 1.3420 1.7782 3.2629
C 0.5730 0.2627 3.8277
C 0.1668 0.3184 5.2696
Cl -1.0504 1.4977 5.7362
H 1.2420 -0.6069 3.6817
H -0.2826 0.0604 3.1845
H 1.0589 0.4532 5.8806
H -0.2230 -0.6677 5.5618
Cl 1.9827 6.8362 4.5205
C 1.2269 5.2844 4.9524
C -0.2066 5.2529 4.5967
Cl -0.4600 5.0082 2.8601
H 1.3049 5.1567 6.0289
H 1.7897 4.4772 4.4386
H -0.6812 6.2155 4.8860
H -0.7467 4.4923 5.1869
Cl 1.5673 -5.2882 -1.0408
C -0.1038 -5.3064 -0.2775
C -1.2512 -5.7883 -1.1387
Cl -1.3299 -7.6063 -1.1767
H -0.2620 -4.2563 -0.0534
H -0.0019 -5.9025 0.6331
H -1.1875 -5.4604 -2.1867
H -2.1770 -5.4504 -0.6790
Cl 5.6387 -3.2122 1.2515
C 3.8874 -3.3569 1.6936
C 3.5620 -4.5094 2.5071
Cl 4.2989 -4.3705 4.1456
H 3.2904 -3.3713 0.7745
H 3.6889 -2.4154 2.2286
H 3.9423 -5.4511 2.0850
H 2.4736 -4.5750 2.6821
Cl -0.3333 -4.5591 3.8947
C -2.0172 -3.9964 4.0891
C -2.4000 -3.1986 2.8543
Cl -2.9349 -4.3067 1.5841
H -2.0868 -3.3969 5.0016
H -2.5962 -4.9148 4.2061
H -1.5148 -2.5883 2.5310
H -3.3020 -2.6161 3.1365
C 5.5877 -2.0751 -2.4987
N 4.6654 -2.5204 -3.5166
O 4.8671 -2.1850 -4.6446
O 3.8008 -3.3079 -3.1519
H 6.3932 -2.8071 -2.5410
H 5.0707 -2.1038 -1.5610
H 6.0472 -1.1223 -2.8300
C -5.4530 -1.8513 1.3399
N -6.0627 -3.2147 1.6747
O -6.6148 -3.7745 0.7394
O -5.9474 -3.6588 2.8489
H -4.5960 -1.9917 0.7174
H -5.2440 -1.3528 2.2722
H -6.2120 -1.2868 0.9114
C -7.2590 2.9908 1.1577
N -6.7823 1.5453 1.2782
O -7.6509 0.7186 1.4858
O -5.5717 1.2882 1.3128
H -7.5521 3.2583 2.1750
H -8.0776 3.0852 0.4065
H -6.4171 3.6138 0.9339
C 5.3116 3.2743 4.3638
N 6.5162 3.5420 3.4914
O 7.5031 4.0022 3.9941
O 6.3044 3.4071 2.3157
H 4.6186 4.0739 4.1022
H 5.6547 3.3525 5.3745
H 4.8905 2.2812 4.2017
C -3.0693 2.0839 2.4213
N -3.5489 0.8807 3.2841
O -2.9813 -0.1789 3.1241
O -4.4391 1.0313 4.0858
H -3.7216 2.8876 2.6622
H -3.0164 1.8218 1.3599
H -2.0809 2.3685 2.7607
C 7.7555 -1.3937 3.9347
N 6.6377 -0.4308 3.9236
O 5.5216 -0.8332 4.1042
O 7.0173 0.7214 3.6473
H 7.2915 -2.3295 3.6284
H 8.1298 -1.3250 4.9412
H 8.4954 -1.0274 3.2217
C 1.4718 4.1269 -6.0767
N 0.8243 3.6285 -7.3323
O 0.8754 2.3874 -7.4861
O 0.2459 4.3808 -8.1125
H 1.6233 5.2059 -6.0614
H 2.4487 3.6774 -5.8869
H 0.7653 3.9226 -5.3032
C -4.6363 2.2094 -2.3962
N -5.5826 3.0904 -1.8256
O -6.7651 2.6933 -1.8095
O -5.1696 4.1659 -1.4003
H -4.9135 1.9005 -3.3891
H -4.5786 1.3157 -1.7613
H -3.6798 2.7239 -2.4654
C -4.2049 -2.8049 -3.7198
N -4.4235 -1.7701 -2.6899
O -3.5017 -1.5652 -1.9202
O -5.4312 -1.1261 -2.7077
H -3.6760 -2.3540 -4.5399
H -5.1589 -3.1159 -4.1502
H -3.6359 -3.6504 -3.3245
C 0.1175 0.3822 -4.7912
N -0.7774 1.3632 -4.0836
O -0.6429 2.5525 -4.3703
O -1.5111 0.9803 -3.1926
H 0.1872 0.7822 -5.8192
H -0.5002 -0.5097 -4.7973
H 1.1240 0.3682 -4.3994
C 4.5272 6.1415 1.9968
C 3.4193 6.9396 1.2279
C 3.5267 6.3737 -0.1520
O 4.8702 6.0384 -0.3673
C 5.5872 6.0904 0.8960
H 4.1740 5.1156 2.2169
H 4.8228 6.5483 2.9347
H 3.7205 8.0045 1.2424
H 2.4521 6.8064 1.7078
H 3.2772 7.0991 -0.8959
H 2.9089 5.4789 -0.2955
H 6.2380 7.0117 0.8861
H 6.1811 5.1761 1.0116
C -6.2800 -6.7719 -3.0034
C -6.1425 -6.9477 -1.4672
C -4.8234 -6.2640 -1.1392
O -4.2737 -5.8428 -2.3554
C -4.8106 -6.6356 -3.4181
H -6.9250 -5.9107 -3.2675
H -6.6401 -7.6364 -3.5948
H -6.0358 -7.9619 -1.1001
H -6.8707 -6.3408 -0.9523
H -4.0960 -6.9368 -0.6444
H -5.0508 -5.4169 -0.4752
H -4.2486 -7.5888 -3.4313
H -4.7639 -6.0253 -4.3378
C 0.8309 -0.2437 -0.6869
C -0.5456 0.1359 -0.0884
C -1.1534 -1.2339 0.0370
O -0.0353 -2.0944 0.5123
C 1.2448 -1.3588 0.3044
H 1.5525 0.5667 -0.5942
H 0.7125 -0.5462 -1.7167
H -1.1824 0.7352 -0.7304
H -0.4218 0.6117 0.9064
H -1.4826 -1.6012 -0.9322
H -2.0045 -1.3298 0.7090
H 1.9393 -2.0249 -0.2078
H 1.6731 -0.9955 1.2982
```

- Calculated total energy: -303125.8689 eV
- Strongest force on any atom: 3.08 eV Å⁻¹

Atom charges from the Löwdin analysis, given in e for atoms 1 to 99: 0.59 -0.68 -0.60 0.61 0.06 0.06 0.05 0.01 0.51 -0.60 -0.67 0.58 0.04 0.07 0.04 0.06 0.63 -0.59 -0.69 0.63 0.08 0.05 0.07 0.03 0.56 -0.64 -0.68 0.60 0.09 0.04 0.07 0.08 0.59 -0.68 -0.68 0.54 0.08 0.04 0.08 0.06 0.54 -0.61 -0.62 0.54 0.03 0.06 0.05 0.00 0.54 -0.67 -0.65 0.54 0.04 0.06 0.08 0.06 0.55 -0.63 -0.66 0.68 0.08 0.06 0.06 0.05 0.03 -0.45 0.10 0.04 0.11 0.06 0.11 0.04 -0.39 0.05 0.02 0.07 0.07 0.05 0.05 -0.38 0.08 0.02 0.10 0.11 0.07 0.06 -0.44 0.10 0.01 0.08 0.09 0.08 0.02 -0.42 0.01 0.07 0.08 0.07 0.05

[4]
ORCA calculation (wB97M-V/def2-TZVPD) on an isolated molecule of C3H10NPS2.

```
17
Properties=species:S:1:pos:R:3
C 2.6553 0.1765 0.3270
C 1.0828 0.6352 0.4728
P -0.1986 -0.4293 -0.2141
N 0.1284 -0.3581 -1.9481
S -0.5048 -2.2676 0.3579
S -1.9263 1.0320 -0.0159
C -3.1513 -0.2867 -0.5445
H 2.9382 -0.7722 0.9616
H 2.7611 0.0489 -0.7140
H 3.2150 0.9927 0.7259
H 1.1995 1.6179 0.0039
H 0.9860 0.6588 1.5129
H 0.7880 0.2817 -2.2895
H -0.2079 -0.9087 -2.7030
H -4.1778 0.2060 -0.3959
H -3.0915 -1.2461 0.1430
H -3.0771 -0.6390 -1.5378
```

- SMILES string: CC[P@@](N)(=S)SC
- ΔE to the lowest compared entry with this formula, charge and spin: 0.505 eV
- Calculated total energy: -35722.9438 eV
- Strongest force on any atom: 3.71 eV Å⁻¹

Charge distribution, natural (NBO) scheme, values in e: -0.58 -0.80 1.30 -1.19 -0.52 -0.10 -0.74 0.22 0.20 0.21 0.25 0.25 0.38 0.41 0.23 0.25 0.21